[1]
Here is a cluster of 14 separate species, C38H45Cl6F9O33 in total in a non-equilibrium geometry from the Open Molecules 2025 dataset. Energies are from ωB97M-V with the def2-TZVPD basis set.

Values from the calculation:
Charge: 0
HOMO-LUMO gap, eV: 10.08

XYZ file:
```
131
C38H45Cl6F9O33 | the Open Molecules 2025 dataset | ωB97M-V with the def2-TZVPD basis set
Cl -1.64 0.92 0.45
Cl 1.32 1.36 0.07
Cl -0.85 -0.96 -3.87
Cl -5.30 2.59 -2.28
Cl 0.03 -3.72 -3.48
Cl -6.30 5.17 -3.31
F 1.28 5.24 -4.69
F 6.20 4.92 0.58
F -6.15 2.93 0.98
F -4.17 -1.45 2.65
F 2.11 -4.43 -0.09
F 4.84 0.75 -0.68
F 1.13 -3.39 3.06
F 0.13 -6.50 0.10
F -2.33 4.09 0.56
O 3.68 -3.69 1.32
O 0.17 -7.63 -1.83
O -4.19 -2.82 0.05
O -0.58 5.17 -2.39
O -1.03 5.72 1.49
O 2.01 4.91 1.70
O 2.92 0.17 -3.02
O 5.87 -1.34 -0.29
O 0.40 -1.32 5.12
O -0.48 3.90 -4.15
O -2.58 -4.19 0.89
O -1.54 -6.74 -2.79
O -0.56 2.91 -2.07
O -2.16 -2.74 -0.75
O -5.11 1.02 2.86
O 0.19 0.56 3.95
O 7.57 -1.84 1.10
O 2.31 -0.66 -4.91
O 5.89 -0.60 1.74
O -0.87 6.79 3.50
O 4.89 -5.50 1.41
O 1.44 -1.17 3.25
O -1.05 4.51 3.23
O 3.48 3.27 1.80
O -2.69 -0.31 3.87
O -6.86 0.92 4.34
O -3.28 -1.74 5.33
O 4.76 -4.06 3.15
O -6.30 2.83 3.22
O -0.71 -8.53 -3.81
O 2.91 -2.09 -3.39
O 4.19 5.26 1.26
O -3.17 0.50 5.90
C 3.15 4.54 1.57
C 4.71 -0.53 -0.27
C 0.68 -0.55 4.10
C -0.59 3.88 -2.83
C -1.07 4.34 0.97
C -2.90 -2.04 -1.71
C -5.50 3.17 2.09
C -0.03 0.14 -0.02
C 0.01 -6.37 -1.19
C 4.56 -0.50 1.27
C 4.11 -5.64 0.23
C -4.66 -0.56 -0.53
C 3.10 2.51 -3.41
C 3.44 -4.29 0.06
C -6.13 1.52 3.61
C 1.16 -2.43 5.10
C 6.51 -1.33 0.86
C -5.25 3.75 -3.67
C 2.63 -0.95 -3.69
C -2.90 -2.48 4.24
C -0.69 -7.68 -2.92
C -0.06 5.18 -4.60
C 4.80 3.18 1.28
C -0.63 -2.56 -4.62
C -4.26 -1.96 -1.08
C -2.91 -1.48 3.15
C 4.46 -4.40 2.03
C -2.99 -3.34 0.12
C -1.44 -6.09 -1.58
C -0.83 3.56 2.22
C 5.32 4.49 1.49
C -0.58 6.05 -3.48
C -3.09 -0.45 5.12
C -4.41 2.11 2.25
C -0.88 5.78 2.81
C 1.77 -2.51 3.75
C 2.28 1.25 -3.65
C 2.14 0.70 -5.12
H -0.40 4.22 0.12
H -4.11 1.76 1.27
H -3.49 2.42 2.76
H 0.11 -2.36 -5.39
H -0.04 -0.37 -0.98
H 5.32 2.39 1.82
H -0.43 5.38 -5.61
H 3.93 -1.25 1.74
H -2.25 -1.63 2.30
H -5.12 4.19 2.11
H -4.56 0.26 -1.24
H 4.12 2.27 -3.72
H 3.08 2.87 -2.38
H 4.85 2.91 0.22
H -4.94 -2.30 -1.87
H -2.62 -1.03 -2.02
H -1.65 2.86 2.37
H 3.20 -6.19 0.47
H 4.67 -5.92 -0.66
H 0.24 -0.61 0.72
H -4.22 4.09 -3.81
H -3.45 -3.39 4.02
H 2.86 -2.63 3.81
H 0.15 3.09 2.28
H -1.85 -2.71 4.43
H -5.57 3.34 -4.63
H 0.71 -5.61 -1.55
H 2.97 1.10 -5.70
H -5.70 -0.53 -0.22
H 4.13 0.43 1.65
H 1.31 1.31 -3.15
H 3.87 -1.03 -0.77
H -1.59 -5.01 -1.56
H 1.23 1.03 -5.64
H -2.12 -6.62 -0.91
H -1.59 -2.93 -4.99
H 5.74 4.72 2.47
H -1.58 6.43 -3.68
H 0.07 6.91 -3.31
H 2.66 3.28 -4.04
H 3.76 -3.62 -0.73
H 0.64 -3.36 5.34
H -2.93 -2.50 -2.69
H -4.11 -0.32 0.38
H 1.89 -2.36 5.90
```

Atomic partial charges in e from the Löwdin method, atoms 1 to 6:
1 Cl 0.64
2 Cl 0.59
3 Cl 0.62
4 Cl 0.52
5 Cl 0.65
6 Cl 0.48

=====

[2]
Here is a structure of composition C38H45CoNP4S from the Open Molecules 2025 dataset. Energies are from ωB97M-V with the def2-TZVPD basis set.

Values from the calculation:
Charge: +2
HOMO-LUMO gap (spin up / spin down), eV: 6.87 / 7.16
Multiplicity: 2

XYZ file:
```
90
C38H45CoNP4S | the Open Molecules 2025 dataset | ωB97M-V with the def2-TZVPD basis set
Co 0.12 0.11 -0.06
S -1.38 3.78 -6.20
P 1.36 -0.24 1.77
P 1.27 1.69 -1.23
P -1.65 -0.48 1.21
P -0.82 0.40 -2.05
N 0.08 1.77 -2.44
C -1.95 -2.26 1.37
C -3.29 0.21 0.91
C -3.39 -0.36 -2.69
C 2.79 0.84 2.03
C -1.15 0.09 2.87
C 4.71 0.32 -2.84
C 1.95 4.95 1.16
C -5.19 1.20 -3.08
C 0.08 4.35 -5.28
C 0.53 -1.97 -2.37
C -0.27 -1.02 -3.00
C -0.24 0.73 5.42
C 0.10 3.83 -3.84
C -0.43 4.73 0.84
C 1.08 3.20 -0.26
C 0.22 0.11 3.14
C -2.98 2.02 -2.60
C 0.23 2.32 -3.80
C 2.03 -1.90 2.06
C 4.74 2.72 -3.09
C -4.32 2.26 -2.90
C -1.60 0.74 5.14
C -0.59 2.78 -7.48
C -2.06 0.41 3.87
C -2.52 0.72 -2.50
C 2.89 1.66 -1.99
C -4.73 -0.11 -2.97
C 0.65 5.38 1.42
C 3.52 2.82 -2.44
C -0.59 -1.18 -4.35
C 3.49 0.41 -2.19
C 0.67 0.41 4.42
C -0.22 3.65 0.00
C 1.02 -3.06 -3.08
C 2.16 3.86 0.33
C 5.33 1.48 -3.29
C -0.09 -2.26 -5.06
C 0.72 -3.19 -4.43
H -1.06 3.17 -0.47
H -2.38 -2.64 0.44
H 0.97 4.02 -5.82
H -3.99 -0.20 1.63
H -2.31 2.86 -2.47
H -5.41 -0.94 -3.12
H 2.82 -2.12 1.34
H 5.17 -0.64 -3.00
H 5.24 3.62 -3.44
H -0.55 1.87 -4.42
H -1.39 2.41 -8.13
H -6.23 1.38 -3.32
H 1.26 -2.66 1.99
H -3.12 0.41 3.67
H 3.44 0.78 1.16
H 1.73 0.43 4.65
H 1.19 2.00 -4.21
H 0.08 3.38 -8.09
H -4.68 3.28 -3.00
H 0.77 -1.90 -1.31
H -2.31 0.99 5.91
H 3.18 3.53 0.12
H 3.35 0.54 2.91
H -0.33 -2.38 -6.11
H 2.99 -0.49 -1.84
H 0.09 5.44 -5.28
H 6.29 1.41 -3.80
H 2.79 5.46 1.60
H 2.46 -1.93 3.06
H 0.92 4.30 -3.29
H -1.43 5.08 1.03
H 3.08 3.79 -2.29
H -3.04 -1.38 -2.63
H 1.10 -4.04 -4.98
H 1.63 -3.80 -2.58
H -0.06 1.92 -7.07
H -0.83 4.14 -3.34
H 2.45 1.87 2.15
H -1.02 -2.79 1.56
H -3.28 1.30 0.98
H 0.11 0.97 6.41
H -3.62 -0.06 -0.09
H 0.49 6.23 2.06
H -2.65 -2.46 2.19
H -1.23 -0.46 -4.85
```

Atomic partial charges in e from the Löwdin method, atoms 1 to 6:
1 Co -0.07
2 S 0.82
3 P 0.84
4 P 0.94
5 P 0.86
6 P 0.90

=====

[3]
Here is a structure of composition C38H45GeOP2PdS from the Open Molecules 2025 dataset. Energies are from ωB97M-V with the def2-TZVPD basis set.

Values from the calculation:
Charge: +3
HOMO-LUMO gap (spin up / spin down), eV: 7.69 / 4.58
Multiplicity: 5

XYZ file:
```
89
C38H45GeOP2PdS | the Open Molecules 2025 dataset | ωB97M-V with the def2-TZVPD basis set
Pd 0.31 -0.68 0.64
Ge 0.35 -3.99 2.48
S 3.23 0.59 0.07
P -1.49 0.60 1.46
P -0.89 -1.11 -1.30
O 1.72 0.90 0.29
C 4.05 1.54 1.33
C -2.40 2.61 4.93
C -0.10 3.14 4.29
C -1.97 2.09 0.55
C -2.40 -1.92 -0.68
C 0.22 -2.34 -2.00
C -1.40 -3.58 3.24
C -1.19 3.28 5.16
C -2.64 4.41 -0.82
C -1.30 0.24 -2.41
C 4.94 1.51 -3.42
C 3.70 3.46 -2.71
C 1.55 -1.97 -2.15
C 1.29 -2.33 2.00
C -2.57 0.39 -2.97
C 3.70 1.48 -1.38
C 2.49 -2.88 -2.59
C -3.36 -1.00 0.10
C 3.28 2.79 -1.57
C -1.44 1.62 2.96
C 2.09 -4.18 -2.90
C 4.51 0.82 -2.29
C -3.64 3.68 -0.15
C -1.31 3.98 -0.80
C -1.80 2.32 -4.18
C -0.18 -3.64 -2.31
C -0.22 2.33 3.19
C 0.76 -4.55 -2.77
C 4.53 2.82 -3.63
C -0.28 1.14 -2.74
C -2.54 1.81 3.83
C 1.54 -4.75 3.82
C 0.15 -5.13 0.93
C -2.82 1.43 -3.85
C -0.96 2.84 -0.11
C -3.31 2.55 0.55
C -2.92 -0.52 1.50
C -0.53 2.16 -3.63
H 2.14 -2.40 1.32
H 1.44 -1.59 2.79
H -3.77 -0.02 1.97
H 1.06 -5.21 0.35
H -1.99 3.11 -4.89
H 0.07 2.50 -0.11
H -1.71 -4.43 3.84
H 0.71 1.03 -2.30
H 0.45 -5.56 -3.02
H -1.22 -3.94 -2.22
H -2.64 -1.36 2.15
H 2.53 -4.93 3.39
H 0.60 2.20 2.49
H -3.37 -0.32 -2.76
H 5.58 1.02 -4.14
H 0.27 2.84 -3.91
H -0.55 4.54 -1.32
H -2.90 5.31 -1.35
H -2.14 -3.46 2.44
H 1.12 -5.69 4.16
H 0.82 3.66 4.50
H 3.40 4.49 -2.88
H -1.40 -2.70 3.89
H 4.86 3.35 -4.51
H 3.73 2.58 1.25
H 1.63 -4.06 4.66
H 2.64 3.29 -0.85
H 3.53 -2.59 -2.72
H 4.83 -0.20 -2.12
H -0.13 -6.13 1.28
H 5.12 1.45 1.15
H -3.47 1.29 3.65
H -3.80 1.54 -4.29
H 2.82 -4.90 -3.25
H -3.60 -0.11 -0.50
H -0.66 -4.77 0.29
H 3.79 1.11 2.30
H -4.30 -1.53 0.23
H -4.09 2.00 1.07
H -2.05 -2.74 -0.04
H 1.85 -0.95 -1.94
H -3.22 2.73 5.63
H -4.67 4.01 -0.17
H -2.94 -2.37 -1.51
H -1.09 3.93 6.02
```

Atomic partial charges in e from the Löwdin method, atoms 1 to 6:
1 Pd 0.65
2 Ge 0.74
3 S 0.99
4 P 0.98
5 P 1.00
6 O -0.68

=====

[4]
Here is a structure of composition C38H45MgN4O4Te from the Open Molecules 2025 dataset. Energies are from ωB97M-V with the def2-TZVPD basis set.

Values from the calculation:
Charge: -2
HOMO-LUMO gap (spin up / spin down), eV: 6.06 / 6.05
Multiplicity: 2

XYZ file:
```
93
C38H45MgN4O4Te | the Open Molecules 2025 dataset | ωB97M-V with the def2-TZVPD basis set
Te -0.86 -1.39 0.91
Mg 2.25 2.05 -0.64
O 2.74 5.92 -1.64
O 0.52 1.78 -1.92
O 0.07 4.26 2.34
O 2.78 3.69 -1.71
N 1.43 3.52 0.62
N 5.58 2.99 0.26
N 0.23 0.47 -0.16
N 2.35 1.49 2.00
C -5.36 -5.50 3.43
C 0.85 3.45 1.79
C -4.31 -4.58 2.86
C 0.65 -2.08 -1.93
C 5.74 -1.56 -0.43
C -3.05 -1.41 -1.28
C -0.24 1.33 -0.99
C -2.73 -1.93 -3.64
C -3.27 -2.09 -5.03
C -1.37 -2.08 -3.38
C -2.35 2.15 -2.03
C 1.18 2.15 2.55
C 3.82 0.53 -0.47
C -3.50 -4.99 1.81
C 5.96 4.37 0.00
C -2.54 -4.15 1.26
C 6.12 -0.26 -0.74
C -3.01 -1.07 3.44
C -1.69 -1.61 -1.04
C -2.37 -2.84 1.75
C -4.22 2.86 -0.69
C 2.35 4.81 -1.26
C -1.69 -4.67 0.12
C -3.49 2.61 0.46
C 6.35 2.45 1.35
C 5.69 2.19 -0.95
C 5.18 0.78 -0.75
C 4.42 -1.81 -0.10
C -3.64 2.63 -1.94
C -0.83 -1.93 -2.11
C -4.12 -3.30 3.36
C -3.16 -2.44 2.83
C -4.04 -1.00 -0.22
C 3.49 -0.78 -0.12
C -3.55 -1.59 -2.58
C -2.21 2.09 0.38
C 1.28 4.73 -0.15
C -1.64 1.86 -0.87
H 7.44 2.45 1.13
H -2.02 -0.94 3.88
H -3.62 -5.99 1.40
H -3.10 -3.11 -5.40
H -1.71 -5.76 0.10
H -3.92 2.82 1.43
H -4.73 -2.96 4.19
H -1.62 1.91 1.27
H 6.48 -2.36 -0.42
H 6.18 3.06 2.25
H -4.91 -6.42 3.81
H -5.22 3.26 -0.62
H -2.05 -4.30 -0.84
H -1.87 1.99 -2.99
H 3.12 2.14 1.88
H 7.04 4.46 -0.21
H 0.88 -2.72 -1.08
H 5.12 2.71 -1.72
H -6.09 -5.78 2.68
H 6.04 1.43 1.56
H 5.40 4.77 -0.84
H 0.31 1.48 2.46
H 1.11 -1.11 -1.73
H 7.16 -0.03 -0.96
H 1.10 -2.50 -2.83
H 2.46 -1.01 0.13
H 2.66 0.69 2.54
H 0.30 4.77 -0.65
H -2.78 -1.41 -5.72
H 1.27 2.41 3.61
H 1.35 5.63 0.47
H -0.70 -2.32 -4.20
H -4.62 -1.86 0.13
H -4.73 -0.26 -0.63
H -4.34 -1.90 -5.06
H -4.61 -1.42 -2.75
H 6.75 2.15 -1.28
H -3.54 -0.55 0.63
H -5.89 -5.03 4.26
H -4.21 2.85 -2.84
H -3.12 -0.28 2.70
H -3.75 -0.92 4.23
H 4.11 -2.82 0.17
H -0.66 -4.33 0.22
H 5.74 4.98 0.89
```

Atomic partial charges in e from the natural (NBO) method, atoms 1 to 6:
1 Te 0.67
2 Mg 1.73
3 O -0.75
4 O -0.78
5 O -0.77
6 O -0.90

=====

[5]
Here is a structure of composition C38H46BN4OP3S3Tc in a non-equilibrium geometry from the Open Molecules 2025 dataset. Energies are from ωB97M-V with the def2-TZVPD basis set.

Values from the calculation:
Charge: -2
HOMO-LUMO gap (spin up / spin down), eV: 4.46 / 5.48
Multiplicity: 4

XYZ file:
```
97
C38H46BN4OP3S3Tc | the Open Molecules 2025 dataset | ωB97M-V with the def2-TZVPD basis set
Tc 0.04 0.26 0.20
S 2.73 1.70 3.25
S 2.41 0.35 0.54
S 0.17 1.88 1.91
P 0.43 2.27 -1.09
P -1.36 -1.02 2.84
P 1.28 -0.44 -1.85
O -1.03 -0.17 -1.22
N -1.53 -0.39 1.32
N 0.40 -1.74 0.08
N 0.73 0.18 -4.49
N -0.07 2.83 -3.76
C -3.05 -4.65 3.77
C -0.11 2.40 -5.05
C 3.20 -0.60 -2.06
C 3.71 -1.74 -1.16
C -2.39 -4.73 1.46
C 1.41 -1.77 2.58
C -2.30 0.22 3.84
C -0.63 2.87 -7.39
C -1.45 2.66 -0.58
C 1.80 1.29 1.89
C 0.62 -2.87 0.02
C 0.73 -2.07 -2.49
C -1.87 1.54 3.91
C -3.46 -0.15 4.53
C -4.16 0.78 5.28
C -2.57 -3.35 3.85
C 0.28 1.08 -5.42
C 3.19 -1.02 3.98
C -2.96 -5.34 2.57
C -2.58 2.47 4.66
C 2.75 -1.76 2.92
C -0.57 3.27 -6.06
C -2.09 3.81 -1.36
C 2.28 -0.28 4.71
C -2.01 -2.73 2.73
C 0.34 1.91 -2.86
C 0.76 0.63 -3.23
C 0.21 0.70 -6.77
C 0.92 -0.30 4.39
C -1.49 3.04 0.90
C 3.90 0.75 -1.61
C 0.47 -1.04 3.28
C 1.16 3.93 -1.08
C -1.92 -3.43 1.54
C -2.33 1.38 -0.77
C -0.24 1.58 -7.74
C -3.72 2.09 5.35
C 3.63 -0.88 -3.49
B 0.97 -4.40 -0.03
H 3.33 -2.71 -1.49
H -1.10 2.22 1.52
H -3.49 -5.13 4.64
H -5.06 0.48 5.82
H 2.62 0.31 5.55
H -4.27 2.82 5.94
H -0.29 1.26 -8.78
H 3.19 -1.79 -3.89
H -2.23 3.49 4.71
H -1.54 4.76 -1.24
H 0.19 -5.02 0.65
H 4.80 -1.79 -1.19
H -2.53 3.20 1.24
H 3.45 -2.35 2.34
H -1.94 0.47 -0.18
H -2.31 -5.27 0.52
H -2.63 -2.83 4.80
H 1.16 4.36 -0.07
H -0.87 4.27 -5.78
H 4.24 -1.00 4.24
H 0.90 -4.79 -1.18
H -0.36 -2.07 -2.59
H 4.72 -1.00 -3.53
H -1.48 -2.97 0.67
H -0.94 3.96 1.11
H 0.64 4.62 -1.75
H 0.51 -0.30 -7.04
H -3.37 1.55 -0.42
H 3.42 -1.62 -0.12
H 0.23 0.27 4.99
H 1.16 -2.28 -3.47
H -2.40 1.09 -1.82
H -2.15 3.59 -2.43
H 1.11 -2.35 1.77
H -3.11 3.99 -1.01
H 3.65 1.06 -0.55
H 2.20 3.88 -1.41
H -3.83 -1.17 4.49
H 2.10 -4.56 0.39
H -3.33 -6.36 2.50
H 3.38 -0.06 -4.17
H -0.97 1.86 3.36
H 0.99 -2.87 -1.84
H 3.61 1.58 -2.27
H 4.99 0.65 -1.68
H -0.99 3.56 -8.14
```

Atomic partial charges in e from the Löwdin method, atoms 1 to 6:
1 Tc 0.98
2 S 0.59
3 S 0.62
4 S 0.61
5 P 0.95
6 P 0.92

=====

no.,E (eV)
1,-207293.9823
2,-127233.9817
3,-131563.8616
4,-67028.4063
5,-111396.8988